# 1
Entry from OMol25: 7 unconnected molecules or ions with the total composition C8H28N12O10S (ωB97M-V/def2-TZVPD).

The value obtained for the lowest unoccupied orbital energy is 0.2 eV. Its SMILES is O=S1(=O)OCCO1.NC(N)=O.NC(N)=O.NC(N)=O.NC(N)=O.NC(N)=O.NC(N)=O. As for the net charge: 0. Its multiplicity is 1. The total energy comes out at -2129.3002 Ha.

Each line ends with the Löwdin charge.
Cartesian coordinates (Å):
C 5.462 1.309 4.606  -0.88
O 6.583 1.683 4.885  0.04
N 4.600 2.075 4.152  0.17
N 4.959 0.188 4.964  0.17
H 5.077 2.930 3.904  0.14
H 3.779 1.706 3.691  0.13
H 4.124 -0.097 4.473  0.12
H 5.495 -0.348 5.631  0.13
C 7.261 -6.331 -4.993  -0.83
O 6.393 -6.337 -4.143  0.03
N 8.168 -7.266 -5.128  0.15
N 7.346 -5.426 -5.860  0.17
H 8.968 -7.272 -5.744  0.11
H 8.317 -7.880 -4.340  0.11
H 6.909 -4.527 -5.718  0.14
H 7.938 -5.634 -6.651  0.12
C 5.935 1.010 -10.064  -0.85
O 5.705 -0.145 -9.855  0.04
N 6.284 1.478 -11.225  0.17
N 5.737 1.844 -9.112  0.16
H 6.235 0.847 -12.013  0.13
H 6.334 2.485 -11.174  0.11
H 5.905 2.825 -9.288  0.11
H 5.363 1.520 -8.232  0.13
C 4.776 -6.300 2.294  -0.81
O 3.790 -5.824 1.745  0.02
N 4.947 -6.520 3.562  0.16
N 5.752 -6.764 1.602  0.16
H 5.899 -6.787 3.765  0.11
H 4.163 -6.481 4.198  0.13
H 6.581 -7.120 2.056  0.11
H 5.579 -6.864 0.612  0.13
C 4.465 -1.167 -2.530  -0.88
O 4.986 -0.917 -3.574  0.05
N 4.279 -2.347 -2.022  0.17
N 4.084 -0.319 -1.707  0.17
H 4.570 -3.168 -2.533  0.12
H 3.853 -2.470 -1.115  0.11
H 3.684 -0.548 -0.808  0.12
H 4.291 0.639 -1.952  0.13
C -0.827 -0.813 1.986  -0.82
O 0.358 -0.587 2.100  0.03
N -1.761 -0.356 2.752  0.16
N -1.339 -1.574 1.079  0.16
H -2.700 -0.726 2.726  0.11
H -1.521 0.335 3.448  0.12
H -0.825 -2.172 0.448  0.13
H -2.287 -1.897 1.209  0.11
C 9.898 0.176 -3.209  -0.19
C 9.772 0.984 -4.560  -0.12
O 11.129 1.381 -4.776  -0.22
S 12.203 0.520 -3.996  0.70
O 13.370 1.321 -3.671  -0.24
O 12.441 -0.789 -4.616  -0.25
O 11.183 0.430 -2.660  -0.19
H 9.681 -0.885 -3.331  0.13
H 9.127 0.595 -2.563  0.13
H 9.052 1.802 -4.528  0.13
H 9.569 0.372 -5.439  0.13

***

# 2
Entry from OMol25: 5 unconnected molecules or ions with the total composition C8H28N2O5 (ωB97M-V/def2-TZVPD).

The value obtained for the lowest unoccupied orbital energy is 0.5 eV. Its SMILES is COC[C@H](C)N.COC[C@H](C)N.O.O.O. As for the energy above the lowest of the compared OMol25 structures with the same formula, charge and spin: 1.5126 eV. As for the net charge: 0. Its multiplicity is 1. The total energy comes out at -807.2308 Ha.

Each line ends with the Löwdin charge.
Cartesian coordinates (Å):
O 1.933 3.130 0.686  -0.05
H 2.218 3.351 1.572  0.02
H 0.998 3.335 0.676  0.02
O 3.612 4.002 4.100  -0.05
H 4.230 4.725 3.993  0.03
H 4.137 3.289 4.463  0.03
O 2.261 4.073 -2.945  -0.06
H 1.977 4.961 -2.730  0.03
H 2.495 3.685 -2.102  0.01
C 0.387 -3.448 -4.673  -0.05
C 0.159 -3.204 -3.126  -0.42
C 1.505 -3.009 -2.384  -0.16
O 1.233 -2.414 -1.068  -0.20
C 2.367 -2.001 -0.375  -0.14
N -0.668 -2.022 -3.086  0.02
H -0.494 -3.787 -5.218  0.07
H 1.118 -4.238 -4.850  0.07
H 0.662 -2.499 -5.132  0.07
H -0.386 -4.001 -2.621  0.13
H 2.104 -2.326 -2.985  0.12
H 2.039 -3.954 -2.288  0.12
H 3.073 -1.471 -1.015  0.08
H 2.885 -2.812 0.137  0.08
H 2.175 -1.278 0.418  0.08
H -0.253 -1.335 -3.699  0.06
H -0.622 -1.596 -2.172  0.06
C -1.607 1.420 3.490  -0.07
C -1.938 1.287 2.019  -0.45
C -3.367 0.728 1.757  -0.11
O -3.648 -0.662 2.351  -0.19
C -2.850 -1.674 1.812  -0.16
N -1.946 2.659 1.507  0.02
H -0.783 2.132 3.540  0.07
H -1.285 0.479 3.935  0.08
H -2.422 1.843 4.078  0.08
H -1.129 0.720 1.560  0.13
H -3.560 0.556 0.698  0.11
H -4.056 1.538 1.996  0.12
H -3.112 -2.639 2.245  0.09
H -1.789 -1.576 2.042  0.07
H -2.847 -1.820 0.731  0.08
H -2.491 3.270 2.098  0.07
H -2.313 2.582 0.569  0.07

***

# 3
Entry from OMol25: 6 unconnected molecules or ions with the total composition C8H28O6 (ωB97M-V/def2-TZVPD).

The value obtained for the lowest unoccupied orbital energy is 0.2 eV. Its SMILES is CC(C)O.CO.CO.CO.CO.CO. As for the energy above the lowest of the compared OMol25 structures with the same formula, charge and spin: 1.9095 eV. As for the net charge: 0. Its multiplicity is 1. The total energy comes out at -772.9241 Ha.

Each line ends with the Löwdin charge.
Cartesian coordinates (Å):
C -1.637 -0.732 1.031  -0.07
C -1.636 -0.986 2.530  -0.45
C -1.438 0.353 3.301  -0.05
O -2.938 -1.552 2.924  -0.08
H -0.719 -0.235 0.695  0.06
H -2.489 -0.088 0.889  0.07
H -1.869 -1.681 0.420  0.11
H -0.877 -1.686 2.867  0.12
H -0.402 0.768 3.109  0.08
H -1.375 0.088 4.352  0.07
H -2.134 1.144 3.135  0.07
H -3.515 -1.391 2.147  0.08
C 2.889 1.134 3.691  -0.13
O 2.510 1.326 2.339  -0.14
H 3.152 2.113 4.076  0.08
H 2.057 0.671 4.210  0.07
H 3.702 0.396 3.820  0.09
H 3.103 1.862 1.805  0.10
C -1.652 2.775 -3.408  -0.16
O -1.025 1.552 -3.669  -0.15
H -1.658 2.854 -2.322  0.07
H -1.099 3.680 -3.751  0.08
H -2.703 2.758 -3.724  0.09
H -0.348 1.325 -2.987  0.06
C -2.133 -1.746 -3.257  -0.18
O -2.709 -0.783 -4.080  -0.14
H -2.637 -2.693 -3.533  0.08
H -1.114 -1.958 -3.548  0.08
H -2.422 -1.518 -2.251  0.06
H -2.169 0.023 -4.137  0.04
C 2.122 -1.949 0.963  -0.09
O 1.558 -0.673 0.626  -0.17
H 2.304 -1.951 2.005  0.07
H 1.429 -2.694 0.743  0.06
H 3.039 -2.120 0.402  0.08
H 1.709 -0.072 1.376  0.04
C 2.428 0.289 -2.387  -0.14
O 1.113 0.561 -1.883  -0.16
H 2.338 0.066 -3.403  0.05
H 3.131 1.140 -2.206  0.09
H 2.919 -0.634 -1.985  0.08
H 1.194 0.261 -0.928  0.06

***

# 4
Entry from OMol25: a molecular structure, C8H28O6S2 (ωB97M-V/def2-TZVPD).

The value obtained for the lowest unoccupied orbital energy is 0.0 eV. As for the net charge: 0. Its multiplicity is 1. The total energy comes out at -1568.9263 Ha.

Each line ends with the Löwdin charge.
Cartesian coordinates (Å):
C 0.246 -0.315 -0.909  -0.14
O 0.274 0.580 0.210  -0.34
H 1.143 -0.935 -0.881  0.07
H -0.724 -0.809 -0.956  0.11
H 0.193 0.368 -1.756  0.03
H -0.297 0.287 0.924  0.01
C -1.865 -1.662 -3.028  -0.06
O -1.025 -0.479 -2.789  -0.28
H -2.801 -1.589 -2.475  0.08
H -2.176 -1.762 -4.067  0.08
H -1.388 -2.600 -2.744  0.08
H -1.361 0.295 -3.248  0.02
C -1.323 0.492 2.771  -0.05
O -0.741 -0.824 2.572  -0.22
H -1.392 1.085 1.859  0.08
H -2.308 0.358 3.218  0.11
H -0.666 0.909 3.535  0.12
H -1.445 -1.451 2.392  0.13
C 1.395 -3.575 -0.561  -0.18
O 2.744 -3.689 -0.960  -0.09
H 1.247 -3.776 0.500  0.08
H 0.993 -2.567 -0.665  0.02
H 0.739 -4.292 -1.054  0.08
H 3.255 -3.176 -0.329  0.06
C -0.895 1.797 -2.286  -0.27
S -1.508 3.491 -1.871  0.90
O -3.012 3.429 -2.268  -0.60
C -1.524 3.391 -0.001  -0.23
H -1.509 1.057 -1.774  0.08
H 0.158 1.696 -2.022  0.07
H -1.039 1.549 -3.338  0.07
H -2.507 3.032 0.305  0.05
H -1.520 4.393 0.428  0.04
H -0.782 2.701 0.400  0.02
C 2.925 1.239 2.553  -0.28
S 2.339 0.388 1.060  0.94
O 3.428 -0.635 0.624  -0.56
C 1.070 -0.599 1.894  -0.29
H 3.123 0.731 3.496  0.05
H 2.278 2.080 2.803  0.04
H 3.876 1.741 2.374  0.04
H 1.367 -1.089 2.821  0.11
H 0.815 -1.253 1.060  0.05
H 0.200 -0.008 2.183  -0.04

***

no.,frontier orbital gap (eV)
1,9.77
2,9.78
3,9.67
4,7.91